1.
# C22H49ClO10S2

4 unconnected molecules or ions with the total composition C22H49ClO10S2 in a non-equilibrium geometry (wB97M-V/def2-TZVPD, the OMol25 dataset).

```
! RIJCOSX wB97M-V def2-TZVPD def2/J DEFGRID3
* xyz 0 1
C -4.55 0.38 1.68
C -4.64 1.10 0.32
O -4.45 0.12 -0.72
C -5.14 0.46 -1.84
O -6.31 0.38 -1.93
C -4.29 0.88 -3.02
C -3.81 -0.42 -3.74
C -2.28 -0.55 -3.65
O -1.97 -1.23 -2.44
S -0.65 -0.59 -1.74
O -0.99 0.60 -1.04
O -0.38 -1.77 -0.66
C 0.83 -1.54 0.08
C 1.83 -2.65 -0.13
C 2.27 -2.94 -1.58
C 2.44 -1.71 -2.48
S 4.09 -1.67 -3.19
O 4.19 -2.66 -4.19
O 5.01 -1.77 -2.12
Cl 4.26 0.19 -4.04
H -5.51 0.34 2.17
H -4.23 -0.63 1.45
H -3.79 0.82 2.32
H -5.61 1.55 0.21
H -3.88 1.88 0.27
H -3.44 1.44 -2.65
H -4.88 1.45 -3.73
H -4.19 -1.28 -3.20
H -4.14 -0.47 -4.76
H -1.81 0.43 -3.72
H -1.95 -1.13 -4.51
H 1.24 -0.55 -0.11
H 0.57 -1.54 1.13
H 2.72 -2.53 0.48
H 1.36 -3.56 0.23
H 3.24 -3.42 -1.52
H 1.62 -3.67 -2.04
H 2.31 -0.75 -1.99
H 1.74 -1.76 -3.30
C 1.36 3.31 4.13
C 1.53 2.34 2.97
O 0.66 1.23 3.02
C -0.73 1.53 2.96
C -1.15 2.23 1.68
H 1.41 2.78 5.08
H 2.14 4.07 4.10
H 0.40 3.82 4.09
H 2.54 1.92 3.00
H 1.44 2.86 2.01
H -1.03 2.11 3.85
H -1.24 0.57 3.03
H -0.73 3.24 1.62
H -2.24 2.32 1.64
H -0.81 1.68 0.82
C -3.18 5.47 3.86
C -3.85 5.15 2.54
O -4.66 3.99 2.58
C -5.75 4.02 3.47
C -6.76 5.11 3.15
H -2.65 4.60 4.25
H -2.47 6.29 3.74
H -3.91 5.77 4.62
H -3.08 4.95 1.79
H -4.42 6.00 2.17
H -5.40 4.10 4.51
H -6.24 3.05 3.38
H -6.35 6.11 3.32
H -7.64 5.01 3.79
H -7.08 5.05 2.11
C 9.13 -5.92 -1.36
C 7.67 -6.34 -1.29
O 6.76 -5.26 -1.29
C 6.79 -4.42 -2.43
C 6.43 -5.14 -3.72
H 9.35 -5.19 -0.57
H 9.78 -6.78 -1.23
H 9.37 -5.45 -2.32
H 7.50 -6.88 -0.36
H 7.43 -7.04 -2.10
H 7.75 -3.91 -2.52
H 6.05 -3.64 -2.24
H 7.20 -5.86 -4.00
H 6.34 -4.42 -4.54
H 5.49 -5.68 -3.61
*
```

Properties
HOMO energy	-9.4	eV
Kohn-Sham gap	0.35038	hartree
LUMO	0.2	eV

***

2.
# C22H49F6IrNO7S3Si3Te

A molecular structure, C22H49F6IrNO7S3Si3Te (wB97M-V/def2-TZVPD, the OMol25 dataset).

```
! RIJCOSX wB97M-V def2-TZVPD def2/J DEFGRID3
* xyz 2 2
Ir -1.53 -0.78 -0.10
F -6.18 -3.19 -0.14
C -5.23 -3.37 0.76
F -5.72 -3.32 1.98
F -4.60 -4.51 0.55
S -3.97 -2.02 0.61
O -3.32 -2.10 -0.72
O -2.98 -2.20 1.65
N -4.82 -0.72 0.75
S -4.13 0.60 1.26
O -4.85 1.76 0.90
O -2.67 0.64 0.87
C -4.07 0.51 3.15
F -2.88 0.10 3.53
F -5.00 -0.34 3.55
F -4.31 1.72 3.61
C -0.48 -2.89 -0.51
C 0.98 -3.19 -0.17
C 1.05 -4.65 0.27
C 1.92 -2.91 -1.32
O 1.29 -2.40 0.98
Si 1.82 -0.91 1.25
S 0.25 0.45 0.32
O 1.71 -0.45 2.76
C 0.84 -0.56 3.93
C 1.72 -1.05 5.06
C -0.30 -1.53 3.65
C 0.32 0.84 4.19
O 3.18 -0.57 0.51
C 4.23 0.46 0.59
C 5.54 -0.31 0.65
C 4.04 1.33 1.82
C 4.12 1.28 -0.68
H -0.88 -3.50 -1.32
H -0.47 -1.82 -1.05
H -1.10 -3.07 0.38
H 0.76 -5.31 -0.54
H 0.40 -4.83 1.13
H 2.07 -4.88 0.56
H 1.68 -3.55 -2.17
H 2.95 -3.12 -1.01
H 1.87 -1.87 -1.64
H 2.12 -2.04 4.84
H 1.14 -1.12 5.98
H 2.55 -0.37 5.23
H 0.08 -2.53 3.43
H -0.90 -1.19 2.80
H -0.95 -1.59 4.52
H 1.16 1.53 4.34
H -0.30 0.86 5.08
H -0.27 1.19 3.35
H 5.59 -0.92 1.54
H 6.38 0.39 0.67
H 5.65 -0.94 -0.23
H 4.10 0.74 2.73
H 3.08 1.85 1.80
H 4.83 2.08 1.85
H 4.21 0.64 -1.56
H 4.92 2.02 -0.71
H 3.17 1.82 -0.72
C -1.42 3.65 1.10
Si -1.44 3.84 -0.75
C -2.24 5.46 -1.20
C 0.23 3.69 -1.58
C -2.66 2.58 -1.55
Te -2.44 0.57 -2.12
C -1.15 0.96 -3.73
Si 0.34 -0.09 -4.30
C 0.71 0.51 -6.01
C -0.20 -1.88 -4.30
C 1.75 0.29 -3.15
H -0.81 4.46 1.52
H -1.03 2.71 1.46
H -2.43 3.77 1.49
H -1.67 6.29 -0.78
H -3.26 5.53 -0.80
H -2.29 5.61 -2.28
H 0.92 4.42 -1.15
H 0.15 3.93 -2.65
H 0.68 2.70 -1.49
H -2.88 3.00 -2.54
H -3.60 2.59 -0.99
H -0.84 2.00 -3.59
H -1.87 0.92 -4.55
H -0.13 0.36 -6.69
H 1.57 -0.03 -6.43
H 0.97 1.57 -6.02
H -0.97 -2.03 -5.06
H -0.61 -2.20 -3.35
H 0.63 -2.54 -4.55
H 2.06 1.33 -3.27
H 2.62 -0.33 -3.37
H 1.51 0.15 -2.09
*
```

Properties
HOMO energy (alpha / beta)	-15.5 / -15.5	eV
Kohn-Sham gap (alpha / beta)	0.27006 / 0.24570	hartree
LUMO (alpha / beta)	-8.2 / -8.9	eV
<S²>	0.76

***

3.
# C22H49HfNOP2Si2

A molecular structure, C22H49HfNOP2Si2 in a non-equilibrium geometry (wB97M-V/def2-TZVPD, the OMol25 dataset).

```
! RIJCOSX wB97M-V def2-TZVPD def2/J DEFGRID3
* xyz 0 1
Hf 0.16 -0.81 -0.15
P -1.72 -1.60 1.59
P 1.74 0.77 -1.97
N -1.32 0.29 -0.90
H 1.00 -1.50 1.17
C -2.02 -0.22 2.77
H -2.67 -0.57 3.59
H -2.50 0.61 2.25
H -1.08 0.14 3.19
C -1.72 -3.05 2.70
H -2.67 -3.09 3.25
H -0.90 -2.98 3.42
H -1.60 -3.98 2.13
C -3.39 -1.73 0.84
H -4.08 -2.25 1.52
H -3.33 -2.28 -0.11
H -3.78 -0.73 0.62
C 2.11 2.43 -1.29
H 2.65 3.05 -2.02
H 2.70 2.34 -0.37
H 1.15 2.92 -1.04
C 3.45 0.22 -2.35
H 4.00 1.06 -2.81
H 3.45 -0.64 -3.03
H 3.96 -0.08 -1.42
C 1.13 1.27 -3.63
H 1.84 1.98 -4.09
H 0.15 1.76 -3.50
H 1.00 0.40 -4.28
C -2.34 1.04 -1.33
C -3.34 3.27 -1.64
C -2.36 2.47 -1.09
C -3.44 0.50 -2.06
C -4.42 1.31 -2.60
C -4.38 2.70 -2.40
H -3.31 4.35 -1.47
H -1.54 2.88 -0.48
H -3.46 -0.58 -2.19
H -5.23 0.86 -3.18
H -5.15 3.34 -2.83
C 1.92 -0.34 1.54
O 1.32 0.64 0.72
C 1.76 0.05 3.00
H 2.24 -0.68 3.65
H 0.70 0.13 3.29
H 2.23 1.03 3.13
C 3.34 -0.70 1.18
H 3.91 0.23 0.99
H 3.42 -1.34 0.30
H 3.81 -1.23 2.01
C -0.40 -4.29 -3.75
Si 0.37 -2.63 -3.25
C 1.85 -2.43 -4.41
C -0.98 -1.40 -3.72
C 0.99 -2.43 -1.47
Si 0.95 -4.07 -0.56
C 2.14 -5.27 -1.39
C 1.55 -3.93 1.23
C -0.76 -4.86 -0.47
H -0.38 -4.33 -4.85
H -1.45 -4.34 -3.44
H 0.12 -5.18 -3.38
H 2.13 -1.39 -4.60
H 2.73 -2.96 -4.01
H 1.59 -2.89 -5.37
H -1.96 -1.87 -3.59
H -0.98 -0.48 -3.12
H -0.88 -1.11 -4.78
H 2.06 -2.19 -1.59
H 3.09 -4.77 -1.64
H 2.37 -6.08 -0.68
H 1.76 -5.74 -2.31
H 0.77 -3.60 1.92
H 1.87 -4.93 1.54
H 2.41 -3.25 1.34
H -1.52 -4.18 -0.05
H -1.12 -5.21 -1.44
H -0.70 -5.74 0.19
*
```

Properties
HOMO energy (alpha / beta)	-6.2 / -6.2	eV
Kohn-Sham gap (alpha / beta)	0.23448 / 0.23451	hartree
LUMO (alpha / beta)	0.2 / 0.2	eV

***

4.
# C22H49INO3

4 unconnected molecules or ions with the total composition C22H49INO3 in a non-equilibrium geometry (wB97M-V/def2-TZVPD, the OMol25 dataset).

```
! RIJCOSX wB97M-V def2-TZVPD def2/J DEFGRID3
* xyz -1 1
C 4.66 0.51 -0.37
C 4.16 0.38 -1.83
C 2.89 -0.49 -1.93
I 3.65 -2.57 -2.71
N 1.97 0.08 -2.70
C 0.75 -0.67 -2.78
C 0.03 -1.02 -1.45
C -1.47 -0.73 -1.44
C -2.09 -1.27 -0.14
C -1.80 0.76 -1.62
C -1.40 1.66 -0.44
C -0.98 3.03 -0.95
C 0.22 3.17 -1.59
C 0.33 3.69 -3.00
C 1.49 2.75 -0.88
H 4.42 1.49 0.05
H 5.74 0.42 -0.39
H 4.24 -0.26 0.27
H 3.83 1.37 -2.14
H 4.95 0.03 -2.48
H 2.56 -0.71 -0.91
H 0.05 -0.05 -3.35
H 0.86 -1.60 -3.35
H 0.48 -0.51 -0.59
H 0.17 -2.08 -1.26
H -1.91 -1.27 -2.28
H -3.15 -1.42 -0.31
H -1.60 -2.21 0.10
H -1.91 -0.60 0.69
H -1.39 1.14 -2.55
H -2.89 0.83 -1.71
H -2.25 1.81 0.22
H -0.59 1.23 0.16
H -1.61 3.89 -0.75
H -0.16 3.01 -3.68
H -0.07 4.71 -3.09
H 1.38 3.71 -3.28
H 1.67 1.68 -1.03
H 1.36 2.91 0.19
H 2.32 3.32 -1.28
C -4.80 3.32 2.51
C -4.96 2.08 1.64
C -6.32 1.44 1.82
O -3.95 1.12 1.94
H -4.90 3.05 3.57
H -3.81 3.76 2.37
H -5.55 4.07 2.27
H -4.81 2.36 0.59
H -6.45 1.12 2.86
H -6.40 0.55 1.19
H -7.14 2.12 1.56
H -4.06 0.85 2.86
C -6.69 -3.12 3.55
C -5.64 -2.23 2.90
C -4.35 -3.00 2.64
O -5.37 -1.10 3.73
H -6.34 -3.49 4.51
H -7.61 -2.55 3.73
H -6.93 -3.97 2.92
H -6.02 -1.84 1.96
H -3.93 -3.37 3.58
H -3.61 -2.35 2.18
H -4.52 -3.85 1.98
H -5.03 -1.43 4.57
C 8.16 -1.30 -1.68
C 8.36 -1.56 -0.20
C 9.07 -2.88 0.05
O 7.10 -1.54 0.47
H 7.54 -2.08 -2.13
H 7.65 -0.35 -1.85
H 9.12 -1.28 -2.21
H 8.95 -0.74 0.24
H 8.47 -3.71 -0.34
H 9.20 -3.05 1.12
H 10.05 -2.90 -0.43
H 6.56 -2.25 0.09
*
```

Properties
HOMO energy	-3.1	eV
Kohn-Sham gap	0.19190	hartree
LUMO	2.1	eV

***

5.
# C22H49N2O2P3Ti

A molecular structure, C22H49N2O2P3Ti in a non-equilibrium geometry (wB97M-V/def2-TZVPD, the OMol25 dataset).

```
! RIJCOSX wB97M-V def2-TZVPD def2/J DEFGRID3
* xyz 3 2
Ti -0.13 -1.62 0.19
P 2.08 -0.71 1.09
P -0.86 0.78 0.93
P 1.37 1.78 -3.62
H -1.25 -4.26 -1.24
C -0.20 -4.12 -1.56
C 0.85 -4.16 -0.73
H 0.89 -4.57 0.28
C 2.65 -1.88 2.38
C 2.65 0.81 1.95
C 3.39 -0.80 -0.19
C -2.28 1.13 -0.17
C -1.63 1.00 2.58
C 0.07 2.36 0.66
C 2.22 1.64 -5.20
C 1.96 3.14 -2.61
C -0.37 2.11 -3.87
H -0.08 -4.13 -2.66
H 1.85 -4.05 -1.15
H 2.20 -2.88 2.25
H 2.37 -1.50 3.37
H 3.74 -1.95 2.33
H 1.91 1.14 2.69
H 2.85 1.64 1.26
H 3.59 0.58 2.48
H 3.30 -1.72 -0.78
H 4.37 -0.79 0.31
H 3.33 0.06 -0.86
H -2.29 2.19 -0.43
H -3.23 0.88 0.32
H -2.17 0.54 -1.09
H -1.47 2.04 2.92
H -1.23 0.31 3.33
H -2.70 0.82 2.47
H -0.64 3.12 0.32
H 0.82 2.23 -0.14
H 0.57 2.77 1.54
H 2.78 2.58 -5.34
H 1.46 1.47 -5.97
H 2.89 0.76 -5.18
H 2.92 3.51 -2.96
H 2.03 2.81 -1.58
H 1.20 3.92 -2.68
H -0.44 2.62 -4.84
H -0.71 2.79 -3.09
H -1.02 1.23 -3.88
C 0.32 -1.42 -3.05
C -0.98 -1.33 -3.68
C -1.16 -1.93 -4.95
C -0.08 -2.54 -5.65
C 1.19 -2.53 -5.03
C 1.43 -1.79 -3.86
O 0.44 -1.24 -1.72
H 1.80 0.60 -2.98
H -1.84 -0.96 -3.07
H -2.17 -1.97 -5.44
H -0.19 -2.96 -6.69
H 1.99 -3.10 -5.53
H 2.41 -1.53 -3.42
C -0.74 -2.85 4.20
N -1.98 -3.24 3.54
C -2.89 -3.96 4.43
C -2.20 -2.93 2.25
O -1.20 -2.62 1.48
N -3.46 -2.83 1.79
C -4.61 -2.62 2.68
C -3.67 -2.49 0.39
H -0.92 -3.06 5.26
H -0.52 -1.76 4.10
H 0.12 -3.44 3.85
H -3.54 -3.27 5.00
H -3.47 -4.74 3.90
H -2.26 -4.49 5.17
H -5.35 -2.00 2.17
H -5.08 -3.58 2.96
H -4.29 -2.09 3.59
H -3.42 -1.43 0.19
H -3.07 -3.15 -0.25
H -4.74 -2.63 0.21
*
```

Properties
HOMO energy (alpha / beta)	-15.8 / -15.8	eV
Kohn-Sham gap (alpha / beta)	0.24524 / 0.25719	hartree
LUMO (alpha / beta)	-9.1 / -8.8	eV
<S²>	0.76

***

6.
# C22H49N2OP3PmS

A molecular structure, C22H49N2OP3PmS in a non-equilibrium geometry (wB97M-V/def2-TZVPD, the OMol25 dataset).

```
! RIJCOSX wB97M-V def2-TZVPD def2/J DEFGRID3
* xyz 3 5
Pm 0.62 1.13 -0.36
P 0.05 0.70 2.64
P -0.46 -2.08 0.52
P -3.34 0.39 -0.26
H 1.00 4.46 -4.75
C 0.24 4.91 -4.09
C 0.39 5.25 -2.80
H 1.21 4.91 -2.16
C 1.74 1.08 3.28
C -0.41 -0.60 3.88
C -0.92 2.11 3.35
C -1.05 -3.03 -0.95
C 0.96 -3.18 0.96
C -1.56 -2.83 1.79
C -4.02 2.04 -0.16
C -3.56 -0.15 1.43
C -4.29 -0.82 -1.17
H -0.69 5.19 -4.62
H -0.28 6.07 -2.40
H 2.31 1.61 2.51
H 2.27 0.15 3.54
H 1.67 1.71 4.17
H 0.18 -1.51 3.70
H -1.48 -0.86 3.81
H -0.22 -0.28 4.91
H -0.91 2.93 2.62
H -0.48 2.46 4.29
H -1.96 1.81 3.53
H -1.17 -4.08 -0.66
H -0.32 -2.96 -1.77
H -2.01 -2.64 -1.30
H 0.67 -4.22 0.81
H 1.22 -3.06 2.02
H 1.85 -2.96 0.35
H -2.07 -3.70 1.36
H -2.32 -2.11 2.11
H -0.99 -3.15 2.66
H -5.07 2.04 0.13
H -3.90 2.54 -1.12
H -3.45 2.57 0.61
H -4.47 0.31 1.87
H -2.69 0.11 2.05
H -3.74 -1.23 1.43
H -5.37 -0.62 -1.11
H -4.08 -1.80 -0.72
H -3.96 -0.87 -2.21
C -1.38 2.72 -2.63
C -1.61 2.64 -4.04
C -2.89 2.98 -4.49
C -3.75 3.66 -3.60
C -3.31 4.09 -2.33
C -2.03 3.76 -1.90
O -0.60 1.88 -1.97
H -2.07 0.73 -0.87
H -0.69 2.55 -4.69
H -3.15 2.70 -5.51
H -4.81 3.81 -3.79
H -4.03 4.50 -1.59
H -1.43 4.30 -1.15
C 5.59 -2.10 2.64
C 4.32 -2.08 1.81
N 4.42 -0.93 0.85
C 3.66 -0.85 -0.26
S 3.23 0.71 -0.88
N 3.29 -2.01 -0.91
C 4.33 -3.02 -1.30
C 3.85 -4.45 -1.46
H 6.48 -2.22 2.00
H 5.57 -2.95 3.32
H 5.72 -1.19 3.24
H 4.20 -3.01 1.23
H 3.43 -1.95 2.45
H 4.69 -0.02 1.24
H 2.71 -1.81 -1.74
H 4.72 -2.68 -2.26
H 5.14 -2.98 -0.58
H 3.14 -4.57 -2.28
H 4.72 -5.07 -1.73
H 3.44 -4.90 -0.56
*
```

Properties
HOMO energy (alpha / beta)	-14.9 / -14.9	eV
Kohn-Sham gap (alpha / beta)	0.18881 / 0.20288	hartree
LUMO (alpha / beta)	-9.8 / -9.4	eV
<S²>	6.01